--- one ---
DFT (ωB97M-V with the def2-TZVPD basis set) results for a 2-piece molecular cluster, C4H10NO2S overall.

Values from the calculation:
Kohn-Sham gap = 3.72 eV
Total charge = -1
E_HOMO = -4.0 eV
Lowest unoccupied orbital energy = -0.00858 hartree

Last column: Löwdin charge in e.
Positions of all 18 atoms, in Å:
C -0.444 0.353 0.390  -0.247
N -0.899 1.576 -0.345  0.027
C -0.509 1.457 -1.891  -0.375
O 0.831 1.803 -1.997  -0.233
C 0.845 -0.413 0.127  -0.292
C 0.556 -1.876 0.080  -0.755
S -0.556 -2.573 -1.087  0.495
H -1.184 -0.449 0.163  0.070
H -0.358 0.386 1.554  0.083
H -1.131 2.196 -2.484  0.097
H -0.681 0.385 -2.210  0.088
H 1.525 -0.264 0.970  0.105
H 1.328 -0.112 -0.831  0.120
H 0.260 -1.960 1.189  0.111
H 1.433 -2.487 0.061  0.048
H -0.237 2.343 -0.145  0.088
H -0.696 0.051 3.497  -0.099
O -0.084 -0.418 2.959  -0.332

--- two ---
DFT (ωB97M-V with the def2-TZVPD basis set) results for a 2-piece molecular cluster, C4H10NO2S overall.

Values from the calculation:
Kohn-Sham gap = 4.12 eV
Total charge = -1
E_HOMO = -4.1 eV
Lowest unoccupied orbital energy = 0.00042 hartree

Last column: Löwdin charge in e.
Positions of all 18 atoms, in Å:
O -0.142 -0.141 -2.288  -0.110
C 0.861 -0.861 -1.344  -0.242
N 0.545 -1.422 -0.110  0.186
C -0.466 -0.671 0.445  -0.516
C -1.012 -1.283 1.800  -0.737
S -2.484 -0.482 2.350  0.428
C -0.128 0.799 0.806  -0.044
H 1.204 -1.558 -2.104  0.110
H 1.552 0.012 -1.263  0.129
H -1.406 -0.607 -0.141  0.130
H -1.211 -2.350 1.610  0.044
H -0.196 -1.372 2.528  0.056
H -1.134 1.230 0.817  0.057
H 0.494 1.324 0.090  0.009
H 0.251 0.904 1.816  0.081
H -0.027 0.791 -2.027  0.040
H 1.800 3.161 -1.820  -0.149
O 1.502 2.525 -1.164  -0.474

two is favored, and the nearest alternative lies 113.9 kJ/mol above it.